1.
40
Properties=species:S:1:pos:R:3:forces:R:3 method="wB97M-V/def2-TZVPD" lumo_ha=0.0678 max_force_ev_per_a=2.64 orbital_gap_ev=4.393 charge=-1 total_energy_ha=-1904.22423
C 3.85396 -0.29482 0.88605 -0.8 0.1 -0.4
C 3.22360 1.02080 0.39641 0.5 0.4 0.3
C 2.21480 1.58638 1.41516 0.4 -1.2 -0.1
C 1.10387 0.54726 1.69986 -0.6 0.7 0.4
C -0.34679 1.09815 1.63139 0.8 -0.1 -0.4
C -0.62206 2.06654 0.43493 -1.2 0.2 0.9
C -1.86773 1.60888 -0.34683 1.6 -0.8 0.1
C -1.63578 0.13800 -0.75361 -0.6 1.3 0.1
S -0.21677 -0.11742 -1.81433 -0.1 -0.8 -2.0
N -1.69664 -0.74902 0.46284 0.4 -0.2 -0.1
P -0.86656 -2.34727 0.22240 -0.1 -2.4 1.1
N -0.99354 -3.19579 1.54303 0.0 0.4 -0.5
C -1.34738 -0.06532 1.74894 -0.1 1.2 0.7
H 4.08766 -0.21789 1.94962 0.4 0.0 -0.1
H 4.71047 -0.55476 0.26562 0.2 0.0 0.3
H 3.14608 -1.12278 0.78203 0.1 0.0 0.1
H 2.78755 0.91055 -0.59906 -0.1 -0.1 0.1
H 4.04658 1.73670 0.29164 -0.1 0.1 -0.1
H 1.83668 2.56638 1.12837 -0.1 -0.1 -0.1
H 2.78604 1.70398 2.34178 -0.1 0.3 0.0
H 1.24228 0.18637 2.72440 0.0 -0.2 -0.1
H 1.16370 -0.33541 1.06434 0.3 0.2 -0.2
H -0.48194 1.68229 2.54628 -0.1 -0.1 0.0
H -0.84514 3.05271 0.85585 0.2 0.0 -0.1
H 0.23407 2.21145 -0.21816 -0.1 -0.4 -0.1
H -2.78476 1.66188 0.24603 0.0 0.3 -0.1
H -1.93287 2.18307 -1.26897 -0.4 -0.1 0.0
H -2.49411 -0.14053 -1.38606 0.6 -0.4 -0.7
H 0.92155 -0.33705 -1.10630 -0.6 0.6 0.9
H -2.67719 -1.02596 0.55254 0.1 -0.2 0.0
H -1.55262 -2.98170 -0.82797 0.3 0.9 -0.5
H 0.49167 -2.14235 -0.02322 -0.4 0.7 -0.3
H -1.52257 -4.03942 1.34323 -0.2 0.1 0.3
H -1.01595 -0.76718 2.51549 0.0 -0.3 -0.4
H -2.28152 0.35731 2.12460 -0.1 -0.2 -0.1
O -1.73074 -0.15696 -5.57510 -0.1 0.0 0.3
S -2.13936 -1.18144 -4.58888 0.4 -0.4 -0.5
O -3.14575 -2.09804 -5.16334 -0.1 0.2 0.3
O -2.70986 -0.48866 -3.36109 0.0 0.2 0.7
O -0.94296 -1.95890 -4.13992 0.0 0.0 0.3


2.
42
Properties=species:S:1:pos:R:3:forces:R:3 method="wB97M-V/def2-TZVPD" lumo_ha=0.0039 max_force_ev_per_a=0.21 orbital_gap_ev=9.907 total_energy_ha=-1465.50307
C 4.30938 -2.27005 0.21334 0.1 0.0 0.0
C 4.22565 -1.02699 -0.67242 -0.1 0.1 -0.1
O 4.98157 0.04760 -0.13413 0.0 0.0 0.2
C 4.25619 1.22943 0.15945 0.0 0.1 -0.1
C 3.20907 1.06943 1.27733 0.0 0.0 0.1
C 1.79484 1.59917 0.99649 0.0 0.0 0.0
C 1.10283 1.06640 -0.26015 0.0 -0.1 0.0
C 0.47511 -0.31237 -0.06642 0.1 -0.1 -0.1
O -0.97194 -0.18079 -0.13959 0.0 0.1 0.1
S -1.76600 -1.51577 0.29666 -0.2 0.0 0.0
O -1.96423 -2.31285 -0.89099 0.2 0.0 0.0
O -3.15693 -0.69013 0.51024 0.1 0.0 0.2
H 5.13264 -2.14163 0.91617 0.0 0.0 0.0
H 3.39690 -2.43240 0.78996 0.0 0.0 0.0
H 4.50601 -3.16811 -0.37230 -0.1 0.0 0.0
H 4.61494 -1.23729 -1.67267 0.0 0.0 0.0
H 3.18623 -0.71496 -0.79855 0.0 0.0 -0.1
H 3.80063 1.63130 -0.75571 0.0 -0.1 0.0
H 5.02067 1.94268 0.46550 0.0 0.0 0.0
H 3.57590 1.59536 2.16167 0.0 -0.1 0.0
H 3.16558 0.01519 1.56885 0.0 0.0 -0.1
H 1.79880 2.69059 0.97943 0.1 0.0 -0.1
H 1.16676 1.33242 1.85305 0.0 0.1 0.0
H 1.79043 1.02126 -1.10556 0.0 0.1 0.0
H 0.31109 1.75615 -0.55698 0.0 0.0 0.0
H 0.78963 -1.02469 -0.83233 0.0 0.0 0.0
H 0.72831 -0.72202 0.91687 0.0 0.0 0.0
H -3.57148 -1.01724 1.32399 -0.1 0.0 -0.2
C -2.73663 2.57500 0.38000 -0.1 0.1 0.0
N -1.97785 3.81914 0.68160 0.1 0.0 0.0
O -2.49824 4.88498 0.43818 0.0 0.0 0.0
O -0.86606 3.67430 1.15314 0.0 0.0 0.0
H -3.69661 2.85354 -0.03719 0.0 0.0 0.0
H -2.14036 1.98967 -0.31167 0.0 0.0 0.0
H -2.84045 2.02866 1.31170 0.0 0.0 0.0
C -5.16659 -2.45995 -1.88570 0.1 0.0 0.1
N -6.12158 -2.73682 -0.77734 0.0 0.0 0.0
O -5.66364 -2.90930 0.33624 0.0 0.0 0.0
O -7.30098 -2.76242 -1.05388 0.0 0.0 0.0
H -4.16386 -2.48688 -1.47816 0.0 0.0 -0.1
H -5.31619 -3.21916 -2.64753 -0.1 0.0 0.0
H -5.41953 -1.48046 -2.28060 0.0 0.0 0.0


3.
34
Properties=species:S:1:pos:R:3:forces:R:3 method="wB97M-V/def2-TZVPD" lumo_ha=0.0252 max_force_ev_per_a=3.58 orbital_gap_ev=8.579 relative_energy_kj_mol=216.4 total_energy_ha=-863.66148
C -1.73084 1.61019 -0.42560 1.3 1.2 1.4
C -3.68891 0.05908 -0.91176 1.2 -1.8 -1.9
C -2.88524 0.22669 1.31823 1.7 3.1 0.6
C 2.75347 1.33009 -0.95913 1.7 1.0 -0.7
C 2.12040 0.65976 1.56576 1.4 -2.6 -1.3
C 3.36764 -0.95209 -0.07811 0.1 3.1 -1.0
C 0.01276 -2.69241 -0.06358 2.7 -1.0 1.6
C -2.34238 0.30365 -0.17077 -2.0 -0.6 2.5
C 2.38232 0.25620 0.04956 -0.8 -0.8 1.1
N -1.44808 -0.77289 -0.37694 0.3 -1.3 -0.7
N 1.04324 -0.01310 -0.40336 -1.2 -1.8 -0.2
S -0.15031 -0.98233 0.48575 0.1 0.9 -2.0
H -1.51071 1.71301 -1.45308 -0.1 0.4 -1.4
H -2.42949 2.37001 -0.04188 0.6 0.3 -0.3
H -0.68440 1.64393 0.03387 -1.6 0.3 -0.1
H -3.99835 -0.91954 -0.51941 -0.1 0.0 -0.7
H -3.76822 0.10806 -2.04658 1.0 -0.6 1.1
H -4.48181 0.68789 -0.69629 -1.2 1.8 1.3
H -3.28699 -0.71666 1.54597 -0.5 -1.2 0.3
H -2.16019 0.57034 2.13945 -0.3 -0.9 -1.2
H -3.62261 1.02594 1.42640 -0.5 -0.3 0.0
H 2.86256 0.94107 -2.02279 0.2 0.1 1.4
H 1.90677 1.94714 -1.02423 -1.2 1.1 -0.1
H 3.58834 2.05608 -0.74893 -0.3 -1.2 0.0
H 2.40215 -0.21854 2.21382 -0.3 1.0 -0.5
H 1.10188 0.91087 1.76169 -0.4 0.6 0.0
H 2.82681 1.40470 1.66090 1.2 2.0 1.3
H 3.13063 -1.61598 0.71691 0.2 -1.0 0.3
H 3.13750 -1.29616 -1.11650 0.9 -0.4 0.9
H 4.38724 -0.42677 0.02785 -1.2 -1.5 -0.2
H -0.79399 -2.72778 -0.72380 -1.5 -0.6 -0.7
H -0.03356 -3.31548 0.89397 -0.2 0.5 -1.6
H 0.93743 -2.95332 -0.65713 -0.6 0.6 1.0
H 1.05493 -0.22165 -1.40027 -0.7 -0.4 0.0


4.
34
Properties=species:S:1:pos:R:3:forces:R:3 method="wB97M-V/def2-TZVPD" lumo_ha=-0.1111 max_force_ev_per_a=4.40 orbital_gap_ev=6.861 relative_energy_kj_mol=486.2 charge=+1 total_energy_ha=-519.91145
C -2.23216 0.25580 0.76101 -1.4 0.5 -1.2
C -1.78197 -0.69540 -0.04121 0.7 2.1 -0.5
C 2.20616 3.09061 0.99823 -1.9 1.4 -0.1
C 0.65106 0.84591 -2.52936 0.3 1.5 -2.0
C -0.33285 -2.39700 -0.60790 -2.7 -0.8 -1.3
C -1.93099 -2.78586 1.22227 -2.2 -3.2 2.1
C 1.93259 -0.41304 -0.98414 1.1 -0.2 -0.2
C 1.48412 1.71741 1.01653 0.5 0.6 -2.0
C 0.87988 1.64636 -0.35086 1.6 -2.8 0.0
N -0.25007 -1.28958 1.62794 0.3 0.8 0.2
N 1.18162 0.66673 -1.21249 -0.9 2.0 1.3
N -1.08566 -1.84764 0.57296 3.1 1.3 -1.0
H -2.29267 0.25296 1.83358 0.1 -0.4 0.2
H -2.74238 1.10331 0.28160 0.5 -0.2 0.2
H 2.93815 3.32926 0.22465 0.0 -0.8 0.0
H 1.43921 3.93027 0.88294 0.6 -1.2 -0.1
H 2.59270 3.33349 1.93920 1.1 0.1 1.5
H 0.58789 -0.03675 -3.10009 0.1 -1.4 -0.3
H -0.31581 1.30406 -2.59274 -0.7 0.2 0.8
H 1.24548 1.54724 -3.15485 0.2 -0.5 0.7
H 0.42308 -1.77112 -0.98085 1.1 1.3 0.4
H 0.06481 -3.38477 -0.54146 -0.2 -0.8 0.6
H -1.15091 -2.27399 -1.36101 0.9 -1.4 0.1
H -1.51985 -3.08860 2.21633 0.3 -0.2 -1.1
H -2.81497 -2.29890 1.60070 -0.5 0.4 -0.5
H -2.24696 -3.72817 0.65393 0.8 1.7 0.4
H 2.29314 -0.88915 -1.88739 0.2 -0.1 0.3
H 2.47733 -0.42645 -0.03952 0.0 -0.3 -0.7
H 0.57863 1.75926 1.62216 0.6 -0.2 1.1
H 2.17291 0.84912 1.16350 -0.7 1.0 0.6
H -1.49368 -0.47856 -1.13871 -1.1 -0.7 2.0
H 0.06960 2.25736 -0.52755 -1.4 1.3 -1.0
H 0.30257 -0.45777 1.28141 -0.5 -1.8 0.4
H 0.20531 -2.03883 2.16728 0.2 0.7 -0.8